(1)
11
Properties=species:S:1:pos:R:3 method="wB97M-V/def2-TZVPD" total_charge=0 homo_lumo_gap_ev="7.35 / 7.36" spin_multiplicity=1 lumo_energy_ha="-0.0103 / -0.0103" homo_energy_ev="-7.64 / -7.64"
C 1.0806 -0.2643 -1.1791
C -0.9629 -0.4418 0.1901
C -1.8970 -0.8122 1.2242
N 0.0945 -0.4648 -0.2975
N 1.9325 0.7423 -1.2110
N 1.8069 1.8710 -0.6424
Cl 3.2348 2.8759 -0.8952
H 1.0960 -1.0545 -1.8466
H -1.4597 -1.3324 1.9647
H -2.1994 0.1280 1.8353
H -2.7262 -1.2472 0.8575

(2)
11
Properties=species:S:1:pos:R:3 method="wB97M-V/def2-TZVPD" total_charge=0 homo_lumo_gap_ev=8.37 spin_multiplicity=1 lumo_energy_ha=0.0298 homo_energy_ev=-7.56
C 1.3273 0.0578 0.3797
C 0.4414 -0.6137 1.1622
C -0.6957 0.3061 -0.6407
H 0.5736 -1.1827 2.1222
H -1.6716 -0.4689 1.1069
H -2.4912 0.1585 -1.3973
H 1.1815 0.8383 -1.5830
N -0.8111 -0.3858 0.6115
N -1.5298 0.5823 -1.5890
N 0.6884 0.6068 -0.7283
Cl 2.9872 0.1014 0.5558

The structure with the least stability is (1).

(1)
9
Properties=species:S:1:pos:R:3 method="wB97M-V/def2-TZVPD" total_charge=0 homo_lumo_gap_ev=8.39 spin_multiplicity=1 lumo_energy_ha=-0.0211 homo_energy_ev=-8.97
C 2.2692 -0.7559 -1.0639
N -1.3482 0.8720 -0.1783
O -1.2209 1.2850 2.3286
O -2.9489 -0.3083 1.5188
S 2.8183 -0.4295 0.4037
S -1.8930 0.6407 1.2470
H -1.7779 0.4659 -1.0078
H 2.8121 -0.6743 -2.0392
H 1.2893 -1.0956 -1.2089

(2)
9
Properties=species:S:1:pos:R:3 method="wB97M-V/def2-TZVPD" total_charge=0 homo_lumo_gap_ev="7.33 / 8.01" spin_multiplicity=1 lumo_energy_ha="-0.0049 / -0.0134" homo_energy_ev="-7.46 / -8.37"
C -1.2871 0.2434 -0.3746
N 1.2847 -0.0603 -0.7622
O 1.6831 -0.8898 0.3349
O 1.2673 1.1392 -0.3113
S -1.1199 1.6810 0.2044
S -2.1733 -1.1383 -0.0156
H 1.9168 -1.6717 -0.1153
H 1.6441 1.1777 0.5597
H -3.2157 -0.4813 0.4799

(3)
9
Properties=species:S:1:pos:R:3 method="wB97M-V/def2-TZVPD" total_charge=0 homo_lumo_gap_ev=8.78 spin_multiplicity=1 lumo_energy_ha=-0.0215 homo_energy_ev=-9.37
C -0.4163 0.2289 0.1274
N 1.0912 -0.5700 0.2515
O -0.6577 1.2952 0.6206
O -1.3039 -0.6216 -0.3721
S 2.5140 0.3282 -0.3088
S -2.9727 -0.1738 -0.0018
H 1.0282 -1.4596 -0.3079
H 3.4624 -0.0396 0.6018
H -2.7451 1.0122 -0.6107

The structure with the least stability is (2).

(1)
17
Properties=species:S:1:pos:R:3 method="wB97M-V/def2-TZVPD" total_charge=-1 homo_lumo_gap_ev="3.21 / 8.40" s2=0.751 spin_multiplicity=2 lumo_energy_ha="0.1580 / 0.1459" homo_energy_ev="1.09 / -4.43"
C -1.0432 1.3354 -0.9648
C 0.1664 0.4802 -0.7713
C 0.0283 -0.8539 -0.6979
N -1.1012 -1.5549 -1.1402
C 1.4662 1.1201 -0.3692
H -1.7870 0.9751 -1.6749
H -0.8131 2.3491 -1.3078
H -1.5348 1.5154 -0.0012
H 0.8512 -1.3955 -0.2276
H -0.9534 -2.5538 -1.2005
H -1.9440 -1.3712 -0.6192
H 1.6508 1.2196 0.7119
H 1.5017 2.1379 -0.7784
H 2.3027 0.5846 -0.8068
H 0.5793 -1.3714 2.9152
H 0.5236 -0.0271 2.2902
O 0.3753 -0.4335 3.1641

(2)
17
Properties=species:S:1:pos:R:3 method="wB97M-V/def2-TZVPD" total_charge=-1 homo_lumo_gap_ev="2.54 / 8.63" s2=0.753 spin_multiplicity=2 lumo_energy_ha="0.1592 / 0.1551" homo_energy_ev="1.79 / -4.41"
C 1.0348 -1.8856 0.1262
C 1.7135 -0.7675 0.7340
H 0.7673 -1.4895 -0.8968
H 1.4919 -2.8973 -0.0124
H 0.0210 -2.1116 0.5546
H 2.8399 -0.7247 0.9405
H 1.6807 0.0745 0.0956
H 1.2715 -0.7884 1.8483
C -1.7015 1.8059 0.5178
C -0.6698 1.2748 -0.5333
O 0.4380 1.7771 -0.7449
N -1.0323 0.1542 -1.4442
H -1.4107 2.8904 0.6349
H -1.5630 1.2328 1.4153
H -0.2388 -0.0752 -2.1190
H -1.9455 -0.3851 -1.3883
H -2.6971 1.9153 0.2717

(3)
17
Properties=species:S:1:pos:R:3 method="wB97M-V/def2-TZVPD" total_charge=-1 homo_lumo_gap_ev="6.57 / 6.69" s2=0.760 spin_multiplicity=2 lumo_energy_ha="0.1560 / 0.1524" homo_energy_ev="-2.32 / -2.54"
C 0.0002 1.9421 -0.8435
O -0.6974 1.7974 -2.0088
C 0.6508 0.6543 -0.3223
C 0.0205 -0.4857 0.2719
C -0.2197 -1.6620 -1.1658
N -1.0064 -1.0038 -2.1855
H -0.6514 2.3666 -0.0413
H 0.8403 2.6516 -1.0117
H -0.7675 0.0409 -2.2806
H 1.7267 0.7306 -0.3679
H 0.8244 -0.1364 6.7651
H -1.0445 -0.4736 0.4986
H 0.5181 -1.1243 0.9979
H 0.8376 -1.9219 -1.2767
H -0.8151 -2.4066 -0.6431
H 0.7080 0.5793 6.6500
H -0.9246 -1.5485 -3.0361

The structure with the least stability is (3).

(1)
14
Properties=species:S:1:pos:R:3 method="wB97M-V/def2-TZVPD" total_charge=0 homo_lumo_gap_ev=9.20 spin_multiplicity=1 lumo_energy_ha=0.0370 homo_energy_ev=-8.19
C -1.8326 -0.4636 0.1187
C -0.4154 -0.1513 -0.1737
H -2.4761 0.1813 -0.6504
H -2.1665 0.0156 1.0337
H -1.8980 -1.6205 0.1113
H -0.8854 1.7361 -0.5888
H 1.7927 1.1465 0.0064
H 0.8701 1.3111 1.2635
H 2.2179 -1.8732 0.1647
H 1.8550 -0.9232 -1.2496
N -0.0736 1.0257 -0.4851
N 0.9282 1.6213 0.3143
N 0.3655 -1.0942 0.2058
N 1.7181 -0.9116 -0.0707

(2)
14
Properties=species:S:1:pos:R:3 method="wB97M-V/def2-TZVPD" total_charge=0 homo_lumo_gap_ev=9.63 spin_multiplicity=1 lumo_energy_ha=0.0381 homo_energy_ev=-8.59
N -1.4024 0.0601 0.3933
C 0.8464 -0.2009 0.2837
N -2.6122 0.2694 -0.2253
N 2.0248 0.6068 0.2708
N 1.1837 -1.4337 -0.3914
C -0.3467 0.4765 -0.2839
H 0.0946 -0.5006 1.2563
H -3.3542 0.3782 0.4619
H -2.6239 1.0611 -0.8663
H 1.1217 -1.3047 -1.3953
H 0.5326 -2.1666 -0.1192
H 2.0114 1.2931 1.0169
H 2.8422 0.0188 0.4038
H -0.3179 1.4424 -0.8053

(3)
14
Properties=species:S:1:pos:R:3 method="wB97M-V/def2-TZVPD" total_charge=0 homo_lumo_gap_ev=8.32 spin_multiplicity=1 lumo_energy_ha=0.0352 homo_energy_ev=-7.36
C 1.8224 0.6836 -0.0230
N 0.3853 0.6742 0.0869
C -0.3468 -0.4893 0.0164
N -2.3837 0.6676 0.0296
N 0.3029 -1.7054 0.1331
N -1.5970 -0.4680 -0.2595
H -0.1625 1.3716 -0.4586
H -2.0978 1.1273 0.8938
H -3.3430 0.3407 0.0963
H 1.1440 -1.8041 -0.4172
H -0.3379 -2.4753 0.0044
H 2.2406 -0.0384 0.6790
H 2.1877 1.6728 0.2510
H 2.1858 0.4427 -1.0321

The structure with the least stability is (1).

(1)
12
Properties=species:S:1:pos:R:3 method="wB97M-V/def2-TZVPD" total_charge=-1 homo_lumo_gap_ev=7.05 spin_multiplicity=1 lumo_energy_ha=0.1622 homo_energy_ev=-2.64
O -2.6730 -0.6324 0.0496
H -3.0150 0.3520 -0.1709
C 0.8627 0.1492 0.9575
C 0.9497 -0.2979 -0.4884
N -0.1180 0.1640 -1.2221
H 1.3213 1.1597 1.2698
H -0.0490 0.0498 1.5784
H 1.3951 -0.6397 1.4814
H 1.8813 0.0540 -0.8312
H 0.8772 -1.3700 -0.6629
H -1.0819 -0.2033 -0.8990
H -0.3505 1.2147 -1.0622

(2)
12
Properties=species:S:1:pos:R:3 method="wB97M-V/def2-TZVPD" total_charge=-1 homo_lumo_gap_ev=7.32 spin_multiplicity=1 lumo_energy_ha=0.1672 homo_energy_ev=-2.77
O -1.7256 -2.0455 0.4806
H -1.0930 -2.7657 0.6253
C 0.2483 0.0605 -1.1605
N -0.0331 -0.1167 0.2985
C 0.5513 1.0595 0.8917
H -0.6049 -0.2534 -1.6667
H 0.1767 1.1506 -1.4091
H 1.2037 -0.2100 -1.5163
H -0.9637 -0.9208 0.2758
H 0.4224 0.9808 2.0252
H 0.1051 2.0153 0.4837
H 1.7127 1.0454 0.6718

The structure with the least stability is (2).

(1)
7
Properties=species:S:1:pos:R:3 method="wB97M-V/def2-TZVPD" total_charge=-1 homo_lumo_gap_ev="5.47 / 6.21" spin_multiplicity=1 lumo_energy_ha="0.0364 / 0.0527" homo_energy_ev="-4.48 / -4.78"
C 1.3975 0.5985 0.0223
C 0.3030 -0.4788 0.2230
O 1.5322 0.3085 -1.1830
O 1.8084 1.3990 0.8377
S -1.3247 0.0646 0.0847
S -4.3675 -0.3477 0.0479
H 0.6510 -1.5441 -0.0325

(2)
7
Properties=species:S:1:pos:R:3 method="wB97M-V/def2-TZVPD" total_charge=-1 homo_lumo_gap_ev=7.82 spin_multiplicity=1 lumo_energy_ha=0.1192 homo_energy_ev=-4.58
C -2.3034 -1.2333 -0.2149
C -2.2028 0.2812 -0.2815
O -2.2977 -1.6607 0.9375
O -2.4772 -1.7894 -1.2721
S -3.3302 1.3567 -0.1620
S -0.3407 1.0099 0.4352
H 0.6397 0.1551 0.5454

The structure with the least stability is (1).